Record 1
Entry from the OMol25 dataset: C19H28B2BeF8N2O3 as an isolated structure in a non-equilibrium geometry (ωB97M-V with the def2-TZVPD basis set).

Geometry as XYZ:
```
63
Properties=species:S:1:pos:R:3:forces:R:3:mulliken_charge:R:1
Be -19.415566 -0.828713 16.063729 0.2 -0.2 0.2 1.741
B -17.707555 0.571941 13.980180 0.3 0.1 -1.1 -0.271
F -17.379600 -0.543364 14.779782 0.0 0.1 0.2 0.014
F -18.941475 1.001821 14.517311 -0.3 -0.2 0.3 0.099
F -16.743857 1.564510 13.996804 -0.1 0.0 0.5 -0.364
F -17.898163 0.168154 12.649794 -0.1 -0.1 0.1 -0.407
B -20.672995 -2.029719 18.256099 0.2 0.0 0.5 -0.063
F -20.433782 -2.784736 17.093109 0.1 0.2 -0.1 -0.153
F -20.970934 -0.731571 17.718961 0.2 0.2 -0.9 -0.154
F -21.690807 -2.566083 18.995435 0.0 0.2 0.0 -0.295
F -19.482937 -1.870102 18.971730 -0.1 -0.3 0.1 -0.423
N -18.716878 1.004478 17.614794 -0.6 -1.1 -1.2 0.870
C -17.812006 1.831200 17.116567 0.9 0.6 0.4 -0.493
C -17.505468 3.050252 17.718260 -0.5 0.4 -0.2 -0.850
C -18.215717 3.439551 18.836087 -0.1 -0.4 -0.1 -0.362
C -19.162493 2.554915 19.348613 0.5 0.7 0.4 -0.828
C -19.388009 1.350429 18.715811 0.1 0.1 0.3 -0.435
H -17.224322 1.551811 16.252093 -0.3 -0.3 -0.1 0.308
H -16.824026 3.755112 17.260415 0.2 -0.3 -0.1 0.473
H -18.023106 4.399268 19.296964 -0.1 0.0 0.1 0.407
H -19.645323 2.837520 20.275110 -0.3 -0.3 -0.1 0.467
H -20.093311 0.646563 19.130024 0.0 -0.1 -0.2 0.447
N -18.925131 -2.850279 14.935544 0.6 0.6 0.0 0.546
C -18.761180 -2.740722 13.614263 -0.2 0.5 -0.4 -0.328
C -18.823562 -3.815801 12.736947 0.7 0.4 1.1 -1.005
C -18.967795 -5.062977 13.314486 -0.8 -1.0 -1.1 -0.299
C -19.103376 -5.231426 14.676669 0.6 0.9 0.3 -0.892
C -18.963300 -4.087834 15.448544 -1.2 0.7 0.5 -0.411
H -18.566958 -1.743569 13.240092 -0.3 -0.1 -0.1 0.568
H -18.667686 -3.648710 11.682434 -0.1 -0.1 -0.1 0.521
H -19.080392 -5.906187 12.638428 0.1 -0.1 0.2 0.370
H -19.337675 -6.152208 15.187807 0.3 -0.2 -0.3 0.438
H -19.094325 -4.072337 16.519181 0.3 -0.5 -0.1 0.518
C -22.467999 -2.314531 12.582769 -0.9 -0.6 1.0 -1.520
C -21.656260 -1.247592 13.253628 0.8 0.4 0.1 0.796
O -21.286913 -1.343510 14.405376 0.2 -0.3 0.7 -0.325
C -21.222540 -0.075063 12.419613 -0.3 0.3 -0.1 -0.723
H -23.366924 -1.874717 12.147743 0.4 0.0 -0.8 0.419
H -22.882066 -3.035016 13.294257 0.3 0.2 0.4 0.340
H -21.847876 -2.935783 11.936640 -0.1 0.5 -0.6 0.313
H -20.185416 0.190232 12.617889 0.1 -0.4 -0.2 0.082
H -21.747967 0.836677 12.722107 -0.3 -0.2 0.1 0.228
H -21.441782 -0.256038 11.368485 0.3 0.1 -0.1 0.367
C -22.853128 2.755319 16.274231 -0.8 -0.4 1.0 -1.669
C -21.445265 2.356177 15.907071 -0.7 0.2 -1.4 0.800
O -21.121927 1.198280 15.802708 -0.1 -0.2 0.6 -0.129
C -20.563159 3.506481 15.465506 0.7 -0.9 1.3 -0.680
H -22.884791 3.086103 17.319996 0.3 0.4 -0.1 0.371
H -23.565324 1.929058 16.319159 0.4 -0.3 -0.5 0.359
H -23.280403 3.535074 15.645982 0.3 0.2 0.0 0.404
H -20.755834 4.333937 16.147735 -0.1 0.5 -0.6 0.378
H -20.688780 3.672466 14.398669 -0.2 0.4 0.1 0.343
H -19.532347 3.195038 15.634162 0.0 0.1 -0.2 -0.028
C -15.087301 -2.377737 16.602589 0.3 -0.5 -0.3 -1.273
C -16.042012 -1.690447 17.536156 -0.6 0.6 -0.6 0.798
O -17.152721 -1.430093 17.134174 -0.6 -0.1 0.3 -0.078
C -15.596193 -1.276819 18.909003 0.7 -0.2 0.1 -1.240
H -14.491413 -3.139958 17.107182 0.2 0.2 0.0 0.454
H -14.441020 -1.653268 16.100637 0.2 0.1 0.4 0.317
H -15.615524 -2.863874 15.783423 -0.3 0.1 0.2 0.190
H -15.154747 -0.276801 18.939490 0.0 0.0 -0.5 0.285
H -14.797767 -1.971210 19.178685 -0.1 0.1 0.5 0.412
H -16.410159 -1.234762 19.628303 -0.1 -0.4 -0.1 0.255
```
Positions in Å, forces in eV/Å.

The value obtained for the maximum force is 1.78 eV/Å. For the relative energy (zero: lowest compared OMol25 entry of this formula, charge and spin), the calculation gives 0.0 kcal per mole. For the gap between HOMO and LUMO, the calculation gives 9.839 eV. As for the LUMO energy: 0.23 eV.

***

Record 2
Entry from the OMol25 dataset: C19H28BF4IrO2 as an isolated structure in a non-equilibrium geometry (ωB97M-V with the def2-TZVPD basis set).

Geometry as XYZ:
```
55
Properties=species:S:1:pos:R:3:forces:R:3:mulliken_charge:R:1
O 1.577297 0.490045 -0.537383 -0.2 -0.4 -0.1 -0.157
C 1.946887 -0.124168 -1.801820 0.8 -0.7 -0.2 -0.348
C 2.758177 -1.214463 -1.096610 -0.5 0.5 0.2 -0.754
H 2.511587 0.582680 -2.412519 -0.4 0.1 0.0 0.274
H 1.082086 -0.528670 -2.348015 -0.2 0.5 0.3 0.355
C 2.083670 -0.666542 0.196575 1.8 -1.3 -0.5 1.989
H 3.836828 -1.027682 -1.122003 -0.4 -0.2 0.0 0.044
H 2.480169 -2.238259 -1.348139 0.3 0.1 0.0 0.416
C 2.973680 -0.300471 1.350243 0.2 0.7 0.7 -1.275
H 3.725566 0.426220 1.032981 -0.3 -0.3 0.3 0.111
H 3.469599 -1.201681 1.744804 -0.3 0.2 -0.3 0.404
H 2.360182 0.132661 2.152446 0.3 0.0 -0.1 0.395
C 1.001455 -1.601176 0.690655 -1.3 0.0 0.3 -1.214
H 0.323515 -1.932895 -0.100950 0.3 0.1 0.2 0.268
H 0.411195 -1.087562 1.453752 0.2 -0.1 -0.3 -0.384
H 1.428500 -2.496646 1.162631 0.3 0.4 -0.3 0.529
Ir -2.839532 -0.787923 0.687918 1.9 -1.5 0.6 0.905
C -4.108534 -2.061965 -0.519750 -0.7 -0.5 -1.1 -0.217
C -4.103668 -0.706422 -1.015170 -0.8 -0.1 -1.9 -0.222
C -2.770740 -0.407211 -1.470978 0.0 -0.2 -1.8 -0.957
H -4.970540 -0.054061 -1.045737 0.0 -0.1 0.0 0.584
C -1.956809 -1.570745 -1.249112 -0.2 -0.4 -1.9 0.029
C -2.781298 -2.587170 -0.652447 0.1 -0.6 -1.0 -1.313
H -2.456033 -3.578433 -0.338189 -0.1 0.3 -0.1 0.418
H -4.982744 -2.571742 -0.124316 0.1 0.2 0.0 0.489
H -2.436112 0.539033 -1.897239 -0.2 -0.4 0.1 0.437
H -0.905906 -1.668656 -1.516931 -0.5 0.0 0.0 0.860
C -3.918099 -0.139852 2.437111 -0.3 0.6 1.7 -0.022
C -2.958376 -1.101705 2.902738 0.0 0.7 1.7 -0.940
C -1.647970 -0.600149 2.607244 -0.1 0.3 1.6 -0.326
H -3.186380 -2.053007 3.383053 0.0 0.3 -0.2 0.455
C -1.783248 0.677582 1.963145 0.2 0.7 0.8 -0.375
C -3.192213 0.969005 1.856326 -0.2 1.0 1.3 -0.804
H -3.631303 1.861782 1.420948 0.0 -0.2 0.2 0.530
H -4.995885 -0.226037 2.505023 0.0 0.0 -0.1 0.588
H -0.722277 -1.106608 2.863977 -0.4 0.2 0.0 0.564
H -0.968992 1.305299 1.608776 -0.3 -0.1 0.1 0.505
O 3.810734 1.670798 -0.623767 0.6 0.6 -0.2 -0.252
C 5.215180 1.355362 -0.605391 0.6 -0.7 0.1 -0.402
C 5.997957 2.395073 -1.420747 -0.2 0.1 0.4 -0.607
H 5.359770 0.341660 -1.015853 -0.1 0.3 0.0 0.199
H 5.554340 1.310336 0.442034 -0.2 0.1 -0.2 0.402
C 4.919463 3.306554 -2.036451 -0.1 -0.3 -0.1 -0.561
H 6.627608 1.908866 -2.172079 -0.2 0.2 0.1 0.305
H 6.643376 2.967610 -0.749096 0.0 -0.1 -0.2 0.265
C 3.599869 2.868391 -1.383759 -0.5 0.5 0.0 -0.353
H 4.883508 3.187955 -3.120281 0.0 0.1 0.1 0.273
H 5.112243 4.355019 -1.812424 0.0 -0.1 -0.1 0.292
H 2.802251 2.659626 -2.111141 0.2 0.1 0.0 0.189
H 3.215049 3.649506 -0.708098 0.1 -0.3 -0.1 0.369
F -6.515640 0.540310 0.812728 0.1 -0.4 0.0 -0.414
B -7.301299 -0.662648 0.778033 -1.0 0.0 0.0 0.626
F -8.583970 -0.431220 1.336404 1.3 -0.2 -0.5 -0.350
F -7.390695 -1.100820 -0.574650 0.3 0.2 0.7 -0.390
F -6.603476 -1.664782 1.541501 0.1 0.4 -0.3 -0.430
```
Positions in Å, forces in eV/Å.

The value obtained for the maximum force is 2.47 eV/Å. The spin multiplicity is 6. As for the expectation value of S²: 8.765. For the gap between HOMO and LUMO (spin up / spin down), the calculation gives 6.325 / 3.634 eV. The charge is +1. As for the LUMO energy (spin up / spin down): -2.89 / -8.92 eV.

***

Record 3
Entry from the OMol25 dataset: C19H28BF4O2Sm as an isolated structure in a non-equilibrium geometry (ωB97M-V with the def2-TZVPD basis set).

Geometry as XYZ:
```
55
Properties=species:S:1:pos:R:3:forces:R:3:mulliken_charge:R:1
O -0.086286 -0.124881 0.497581 0.7 -0.5 -1.7 0.005
C 0.986749 -0.659110 -0.412471 -0.3 0.1 0.8 -0.554
C 0.481588 0.140416 -1.597614 -0.1 0.1 0.1 -0.840
H 0.864644 -1.742020 -0.493288 0.2 0.1 0.0 0.371
H 1.972141 -0.370843 -0.037167 -0.2 -0.2 0.1 0.189
C -0.659774 0.615636 -0.682467 -0.3 0.1 0.0 1.690
H 0.170215 -0.463692 -2.451017 0.1 0.2 0.1 0.247
H 1.152779 0.936666 -1.925555 -0.1 -0.1 0.1 0.370
C -1.996800 0.038010 -1.095113 -0.3 0.1 0.0 -1.878
H -1.916665 -1.040929 -1.266881 -0.1 0.2 0.1 0.455
H -2.325019 0.509339 -2.030348 0.2 -0.1 0.1 0.452
H -2.770637 0.237892 -0.348540 0.1 -0.1 -0.2 0.342
C -0.733580 2.099221 -0.389723 -0.1 0.2 0.0 -1.363
H 0.261839 2.520719 -0.244148 -0.2 0.0 0.0 0.347
H -1.335375 2.288473 0.509363 0.3 0.0 -0.3 -0.062
H -1.213964 2.623900 -1.224830 0.1 -0.2 0.1 0.488
Sm -0.154459 -0.137046 2.930831 2.5 0.9 0.4 1.416
C 1.213269 2.066461 4.006583 0.6 0.0 -0.5 -0.699
C 2.396104 1.269656 3.930193 -0.7 0.5 0.0 -0.406
C 2.724061 1.090074 2.563835 -0.8 0.1 -0.2 -1.134
H 2.970026 0.908008 4.779226 -0.3 0.0 -0.3 0.499
C 1.748300 1.778779 1.791712 0.1 0.0 0.4 -0.265
C 0.787860 2.363787 2.673853 0.5 -0.2 0.1 -0.764
H -0.056402 2.998842 2.411017 0.3 0.0 0.0 0.553
H 0.751676 2.449114 4.913512 0.2 -0.2 -0.3 0.520
H 3.597023 0.564216 2.166557 -0.4 0.2 0.2 0.401
H 1.825928 1.953792 0.727064 -0.1 -0.2 0.1 0.815
C -2.435737 -0.618872 4.262087 -0.3 0.1 -0.5 -0.431
C -2.465154 0.682756 3.668311 -0.5 -0.5 -0.5 -0.969
C -2.490909 0.510902 2.250621 -1.0 -0.7 0.2 -0.351
H -2.506818 1.649399 4.168196 0.1 -0.4 0.0 0.475
C -2.467780 -0.905347 1.976547 -0.8 0.5 0.5 -0.095
C -2.467300 -1.589285 3.222848 0.0 0.8 -0.2 -1.017
H -2.548310 -2.669560 3.337347 0.3 0.3 0.1 0.423
H -2.426931 -0.854794 5.317490 0.2 0.2 -0.1 0.464
H -2.636835 1.304864 1.518995 0.2 -0.3 0.4 0.741
H -2.568233 -1.385991 1.002108 0.2 0.3 0.5 0.418
O 0.699647 -1.301462 -4.625560 0.4 -0.2 -1.3 -0.312
C 0.132791 -0.395493 -5.589504 -0.2 0.5 0.2 -0.425
C 0.452249 -0.878608 -7.021342 -0.3 -0.4 0.5 -0.509
H 0.541111 0.614608 -5.411447 -0.1 -0.3 0.0 0.292
H -0.954694 -0.344238 -5.414411 0.3 0.0 -0.1 0.277
C 1.517943 -1.977041 -6.826900 0.1 0.6 0.6 -0.485
H 0.800657 -0.059837 -7.650838 -0.1 -0.1 0.0 0.298
H -0.453016 -1.310422 -7.460771 0.2 0.1 0.0 0.244
C 1.375223 -2.362398 -5.339978 -0.2 -0.5 0.2 -0.514
H 2.515356 -1.568037 -7.014981 -0.1 -0.1 0.0 0.263
H 1.358307 -2.832306 -7.481133 0.1 0.0 0.0 0.303
H 2.342901 -2.551168 -4.850670 -0.3 0.1 -0.2 0.281
H 0.771412 -3.285341 -5.256966 0.2 0.3 0.1 0.272
F 0.890385 -1.259942 4.620288 -0.2 -0.1 0.8 -0.499
B 0.670792 -0.536016 6.011805 -0.5 0.1 -0.4 0.580
F -0.163832 0.567622 5.647406 0.3 -0.9 0.2 -0.287
F -0.043865 -1.410796 6.790690 0.5 0.2 -0.2 -0.326
F 1.905406 -0.147700 6.447594 -0.6 -0.4 0.1 -0.302
```
Positions in Å, forces in eV/Å.

The value obtained for the maximum force is 2.69 eV/Å. For the relative energy (zero: lowest compared OMol25 entry of this formula, charge and spin), the calculation gives 0.0 kcal per mole. The spin multiplicity is 6. As for the expectation value of S²: 8.762. For the gap between HOMO and LUMO (spin up / spin down), the calculation gives 7.370 / 7.657 eV. As for the LUMO energy (spin up / spin down): -0.26 / -0.01 eV.

***

Record 4
Entry from the OMol25 dataset: C19H28BeNPTe as an isolated structure in a non-equilibrium geometry (ωB97M-V with the def2-TZVPD basis set).

Geometry as XYZ:
```
51
Properties=species:S:1:pos:R:3:forces:R:3:mulliken_charge:R:1
C -3.000210 -3.842490 -0.645743 0.0 0.3 -0.1 -0.832
C -1.911521 -3.991020 0.212367 0.6 0.3 0.2 -0.620
C -0.957359 -2.964217 0.357938 -1.0 -0.3 -0.2 0.290
C -1.083928 -1.782634 -0.360441 0.8 0.6 0.6 0.307
C -2.180568 -1.622814 -1.201862 -0.4 -0.6 0.0 0.946
C -3.138341 -2.637465 -1.343420 0.5 0.4 -0.1 -0.652
C 0.196794 -3.090057 1.323759 0.1 0.4 0.1 -1.259
C 1.454353 -2.281708 0.892051 0.4 -0.5 -0.2 -0.134
N 2.243285 -2.932761 -0.091813 0.2 -0.4 0.8 0.148
Be 0.065976 -0.408487 -0.015628 -2.5 0.1 -0.2 -1.136
C -2.270231 -0.344512 -1.996897 0.3 0.7 -0.4 -1.216
P -0.521621 0.257976 -2.110462 -1.4 -0.8 0.1 1.136
H -1.735685 -4.889946 0.799415 -0.3 -0.1 -0.2 0.392
H -3.946291 -2.420484 -2.036777 -0.2 -0.4 0.1 0.430
H -3.733933 -4.642345 -0.784093 0.3 0.3 0.1 0.366
H -2.860463 0.448549 -1.502922 0.1 -0.3 -0.1 0.432
H -2.680811 -0.493622 -3.007290 0.0 0.0 0.3 0.478
H -0.103239 -2.720131 2.324794 0.0 -0.1 -0.5 0.458
H 0.448183 -4.163978 1.448742 0.3 0.7 -0.1 0.317
H 1.269528 -1.201575 0.488327 0.3 -1.0 1.0 0.310
C -0.575104 1.814858 -3.016031 0.0 0.3 -0.2 -1.252
C 0.154691 -0.897110 -3.339538 0.2 0.0 -0.4 -1.522
H 2.072693 -2.102158 1.792758 -0.2 0.1 -0.5 0.520
C 1.699236 -3.553553 -1.261249 -0.1 -0.2 -0.1 -0.761
C 3.674191 -2.839564 -0.007350 -0.1 0.1 0.0 -0.916
H 0.853203 1.020410 -0.038355 1.8 -0.6 -0.2 0.292
H 2.421673 -4.320070 -1.558802 -0.3 -0.1 -0.2 0.453
H 0.730959 -4.026490 -1.052344 0.3 0.1 -0.1 0.269
H 1.556607 -2.869516 -2.113994 0.1 -0.1 0.1 0.035
H 4.075369 -3.724507 -0.508920 0.3 0.1 0.2 0.289
H 4.098419 -1.945213 -0.485890 0.1 0.0 -0.1 0.277
H 3.977942 -2.831700 1.045577 0.1 -0.1 -0.2 0.309
H -0.380996 -0.770113 -4.292512 0.2 -0.1 0.2 0.426
H 1.221732 -0.668184 -3.479038 -0.3 -0.2 -0.1 0.376
H 0.056094 -1.937017 -3.006365 -0.1 0.4 0.0 0.402
H -1.129105 1.672437 -3.947759 0.1 0.2 0.0 0.390
H -1.052608 2.587590 -2.403116 0.1 -0.1 -0.2 0.336
H 0.456240 2.110904 -3.240303 -0.2 0.1 0.0 0.383
H 1.359545 0.560360 -0.487730 -0.1 1.2 1.1 -0.337
Te -0.721655 0.527801 2.199646 -0.1 -0.6 -0.6 0.229
C -0.308988 2.558434 2.514575 0.2 0.8 0.2 0.104
C -0.002669 2.990834 3.828745 -0.3 0.3 -0.9 -0.547
C 0.116619 4.359409 4.100185 -0.1 -0.2 -0.5 -0.493
C -0.051319 5.294804 3.067195 0.0 -0.3 -0.1 -0.382
C -0.340131 4.871787 1.761343 0.1 -0.4 0.3 -0.548
C -0.470281 3.500915 1.480139 0.2 0.1 0.9 -0.187
H 0.101979 2.228162 4.594677 0.1 0.3 0.1 0.328
H 0.344763 4.701583 5.108518 -0.1 -0.1 -0.2 0.339
H 0.049772 6.358925 3.282513 0.0 -0.3 -0.1 0.343
H -0.460811 5.613161 0.972800 0.0 -0.2 0.1 0.346
H -0.715632 3.120054 0.490663 0.0 0.3 0.1 0.343
```
Positions in Å, forces in eV/Å.

The value obtained for the maximum force is 2.48 eV/Å. For the relative energy (zero: lowest compared OMol25 entry of this formula, charge and spin), the calculation gives 1.1 kcal per mole. For the gap between HOMO and LUMO, the calculation gives 7.218 eV. As for the LUMO energy: 0.30 eV.

***

Q: Look up the maximum force of the second one.
A: 2.47 eV/Å